{"formula": "C5H14N2", "method": "ωB97M-V/def2-TZVPD", "orbital_gap_ev": 9.69, "smiles": "C[C@@H](N)CCCN", "total_energy_ha": -308.39048, "lumo_energy_ha": 0.0415, "multiplicity": 1, "e_above_lowest_ev": 0.8866, "elements": ["N", "N", "C", "C", "C", "C", "C", "H", "H", "H", "H", "H", "H", "H", "H", "H", "H", "H", "H", "H", "H"], "xyz": [[-1.208, -1.215, -1.919], [2.362, 0.593, 0.188], [-1.050, -1.541, 0.473], [-0.728, 0.738, -0.500], [-0.529, -0.770, -0.735], [0.048, 1.493, 0.588], [1.367, 0.936, 1.179], [-0.621, 1.729, 1.424], [-2.141, -1.516, 0.399], [-1.778, 0.854, -0.229], [0.365, 2.473, 0.229], [-0.799, -2.604, 0.429], [-0.754, -1.077, 1.404], [0.539, -0.938, -0.871], [1.754, 1.711, 1.849], [2.330, -0.382, -0.112], [1.130, 0.112, 1.848], [-0.710, 1.261, -1.465], [3.320, 0.782, 0.433], [-2.197, -1.342, -1.840], [-0.702, -1.297, -2.773]], "atomic_forces_ev_per_a": [[0.329, -0.219, 0.599], [0.199, -0.469, -0.855], [-0.306, -0.238, -0.587], [-0.660, 0.385, -0.255], [0.273, 0.489, 0.347], [0.898, 0.495, 0.289], [-0.706, -0.080, 0.406], [0.131, -0.244, 0.058], [-0.117, 0.154, 0.257], [-0.305, -0.126, 0.036], [-0.311, 0.056, -0.404], [0.284, 0.135, 0.137], [0.096, -0.108, 0.271], [0.027, -0.220, -0.062], [0.088, -0.005, -0.220], [-0.130, 0.447, 0.213], [0.045, -0.426, 0.114], [0.569, -0.198, 0.135], [-0.017, 0.187, 0.331], [-0.062, -0.043, -0.519], [-0.323, 0.030, -0.293]]}